DFT (the ωB97M-V functional and the def2-TZVPD basis) results for a structure of composition C37H50ClN5ORuS5Sb2 at a distorted geometry.

CARTESIAN COORDINATES (ANGSTROEM)
1 Ru 1.159 1.525 0.763
2 S 5.746 0.595 1.243
3 C 4.230 1.199 0.912
4 S 3.268 0.549 -0.351
5 S 3.532 2.459 1.825
6 C -2.350 0.181 1.040
7 C -2.003 0.824 -0.248
8 N -1.001 1.635 -0.401
9 C -0.891 2.110 -1.682
10 C -1.853 1.635 -2.529
11 S -2.913 0.567 -1.706
12 C 0.201 3.005 -2.018
13 C 0.319 3.738 -3.165
14 S 1.788 4.616 -3.169
15 C 2.167 3.951 -1.607
16 N 1.253 3.152 -1.150
17 C 3.435 4.309 -0.941
18 H -1.546 0.394 1.749
19 H -2.457 -0.898 0.926
20 H -3.294 0.569 1.425
21 H -1.979 1.834 -3.573
22 H -0.366 3.812 -3.983
23 H 3.852 5.219 -1.369
24 H 4.163 3.506 -1.075
25 H 3.276 4.441 0.129
26 C 2.835 -0.288 4.136
27 Sb 1.211 0.980 3.497
28 C -0.346 0.134 4.755
29 C 1.750 2.731 4.734
30 C 0.580 3.275 5.457
31 C 0.263 2.738 6.704
32 C -0.862 3.141 7.399
33 C -1.708 4.080 6.835
34 C -1.395 4.637 5.610
35 C -0.242 4.275 4.917
36 C 0.096 5.002 3.667
37 Sb -0.303 3.843 1.837
38 C -2.270 3.278 2.552
39 C -0.976 5.483 0.602
40 H 2.768 -1.254 3.639
41 H 2.763 -0.423 5.212
42 H 3.786 0.178 3.885
43 H -0.459 0.772 5.622
44 H -0.038 -0.859 5.065
45 H -1.302 0.070 4.244
46 H 2.217 3.456 4.068
47 H 2.496 2.351 5.434
48 H 0.933 2.005 7.131
49 H -1.076 2.720 8.369
50 H -2.598 4.396 7.355
51 H -2.045 5.388 5.185
52 H 1.142 5.310 3.650
53 H -0.531 5.885 3.562
54 H -2.663 4.114 3.123
55 H -2.197 2.410 3.202
56 H -2.928 3.068 1.715
57 H -1.665 6.097 1.169
58 H -1.477 5.095 -0.278
59 H -0.124 6.081 0.296
60 C -2.333 -3.013 -1.062
61 C -1.758 -3.731 -2.296
62 C -2.873 -4.636 -2.842
63 C -1.452 -2.682 -3.366
64 C -0.497 -4.582 -1.889
65 O -0.758 -5.235 -0.657
66 C -0.105 -5.686 -2.922
67 C 1.106 -5.514 -3.855
68 C 0.955 -4.449 -4.901
69 C -0.029 -4.553 -5.882
70 C -0.213 -3.555 -6.821
71 C 0.603 -2.434 -6.791
72 Cl 0.362 -1.163 -7.940
73 C 1.616 -2.327 -5.853
74 C 1.785 -3.334 -4.919
75 C 0.769 -3.741 -1.595
76 N 0.629 -2.732 -0.586
77 C 0.668 -1.404 -0.730
78 N 0.541 -0.826 0.456
79 C 0.428 -1.874 1.308
80 N 0.484 -3.029 0.701
81 H -3.341 -2.662 -1.276
82 H -1.734 -2.147 -0.801
83 H -2.373 -3.678 -0.203
84 H -3.806 -4.080 -2.875
85 H -3.032 -5.511 -2.216
86 H -2.662 -4.959 -3.857
87 H -2.383 -2.201 -3.653
88 H -1.018 -3.132 -4.249
89 H -0.775 -1.913 -3.007
90 H -1.505 -5.833 -0.763
91 H -0.963 -5.924 -3.543
92 H 0.109 -6.570 -2.316
93 H 1.222 -6.474 -4.365
94 H 2.018 -5.345 -3.284
95 H -0.663 -5.426 -5.913
96 H -0.984 -3.641 -7.571
97 H 2.271 -1.469 -5.857
98 H 2.592 -3.252 -4.204
99 H 1.125 -3.260 -2.501
100 H 1.502 -4.458 -1.218
101 H 0.792 -0.878 -1.659
102 H 0.308 -1.780 2.372

Calculated values
Net charge: +1
Strongest force on any atom (hartree/bohr): 0.056
Multiplicity: 2
ΔE to the lowest compared entry with this formula, charge and spin (kcal per mole): 52.7
LUMO (spin up / spin down) (Eh): -0.140 / -0.112
Electronic energy (eV): -131028.4991
HOMO (spin up / spin down) (Ha): -0.362 / -0.366
HOMO-LUMO gap (spin up / spin down) (eV): 6.0 / 6.9

Results of the Mulliken charge analysis, in e, for atoms 1 through 99: number 1, Ru, carries 0.78; number 2, S, carries -0.15; number 3, C, carries 0.01; number 4, S, carries -0.26; number 5, S, carries -0.24; number 6, C, carries -0.50; number 7, C, carries 0.08; number 8, N, carries 1.33; number 9, C, carries -0.71; number 10, C, carries -0.75; number 11, S, carries -0.20; number 12, C, carries -0.08; number 13, C, carries -0.76; number 14, S, carries -0.19; number 15, C, carries 0.22; number 16, N, carries 1.09; number 17, C, carries -1.10; number 18, H, carries -0.40; number 19, H, carries 0.28; number 20, H, carries 0.55; number 21, H, carries 0.52; number 22, H, carries 0.47; number 23, H, carries 0.52; number 24, H, carries 0.23; number 25, H, carries 0.06; number 26, C, carries -1.32; number 27, Sb, carries 0.25; number 28, C, carries -1.14; number 29, C, carries -1.21; number 30, C, carries 0.66; number 31, C, carries -0.88; number 32, C, carries -0.44; number 33, C, carries -0.85; number 34, C, carries -0.62; number 35, C, carries 0.80; number 36, C, carries -1.73; number 37, Sb, carries 0.29; number 38, C, carries -1.34; number 39, C, carries -1.36; number 40, H, carries 0.43; number 41, H, carries 0.45; number 42, H, carries 0.37; number 43, H, carries 0.46; number 44, H, carries 0.52; number 45, H, carries 0.27; number 46, H, carries 0.42; number 47, H, carries 0.67; number 48, H, carries 0.44; number 49, H, carries 0.42; number 50, H, carries 0.43; number 51, H, carries 0.43; number 52, H, carries 0.65; number 53, H, carries 0.63; number 54, H, carries 0.60; number 55, H, carries 0.23; number 56, H, carries 0.48; number 57, H, carries 0.49; number 58, H, carries 0.42; number 59, H, carries 0.40; number 60, C, carries -1.02; number 61, C, carries 2.15; number 62, C, carries -1.86; number 63, C, carries -1.00; number 64, C, carries 1.59; number 65, O, carries -0.64; number 66, C, carries -1.50; number 67, C, carries -1.26; number 68, C, carries 0.15; number 69, C, carries -0.06; number 70, C, carries -0.78; number 71, C, carries 0.38; number 72, Cl, carries -0.22; number 73, C, carries -0.99; number 74, C, carries 0.03; number 75, C, carries -2.40; number 76, N, carries 1.37; number 77, C, carries -1.69; number 78, N, carries 1.60; number 79, C, carries -1.06; number 80, N, carries -0.99; number 81, H, carries 0.54; number 82, H, carries -0.58; number 83, H, carries 0.42; number 84, H, carries 0.47; number 85, H, carries 0.37; number 86, H, carries 0.46; number 87, H, carries 0.68; number 88, H, carries -0.27; number 89, H, carries -0.19; number 90, H, carries 0.61; number 91, H, carries 0.35; number 92, H, carries 0.41; number 93, H, carries 0.53; number 94, H, carries 0.35; number 95, H, carries 0.47; number 96, H, carries 0.44; number 97, H, carries 0.48; number 98, H, carries 0.56; number 99, H, carries 0.51